C58H122Cl4N6O6 | ωB97M-V/def2-TZVPD

Last columns: bonded neighbours and bond lengths (Å).
Atoms and positions in Å:
1 C -1.59513 -1.37750 -7.51377  C2 1.480, H12 1.092, H13 1.108, H14 1.097
2 C -2.27998 -0.96778 -6.26754  C1 1.480, C3 1.542, N7 1.498, C11 1.598
3 C -3.40776 -1.96347 -5.92694  C2 1.542, C4 1.567, H15 1.100, H16 1.091
4 C -2.87525 -3.31220 -5.33208  C3 1.567, C5 1.537, H17 1.085, H18 1.092
5 C -2.02399 -3.00534 -4.08919  C4 1.537, C6 1.543, H19 1.078, H20 1.116
6 C -0.88112 -2.01007 -4.37851  C5 1.543, N7 1.460, C9 1.536, C10 1.528
7 N -1.41604 -0.82949 -5.05122  C2 1.498, C6 1.460, O8 1.443
8 O -0.33378 0.07655 -5.35156  N7 1.443, H30 0.990
9 C -0.39972 -1.47909 -3.01948  C6 1.536, H21 1.082, H22 1.114, H23 1.085
10 C 0.26806 -2.79238 -5.01334  C6 1.528, H24 1.073, H25 1.105, H26 1.088
11 C -3.01206 0.42106 -6.56547  C2 1.598, H27 1.074, H28 1.091, H29 1.111
12 H -0.94863 -2.23650 -7.31991  C1 1.092
13 H -0.97466 -0.57361 -7.95779  C1 1.108
14 H -2.46749 -1.62127 -8.13276  C1 1.097
15 H -4.05344 -1.57863 -5.12442  C3 1.100
16 H -4.04962 -2.11000 -6.79680  C3 1.091
17 H -2.33737 -3.71863 -6.18180  C4 1.085
18 H -3.54787 -4.10229 -4.99245  C4 1.092
19 H -1.56026 -3.91413 -3.74162  C5 1.078
20 H -2.71954 -2.56021 -3.33906  C5 1.116
21 H -1.28848 -1.10271 -2.53018  C9 1.082
22 H 0.01351 -2.27875 -2.36320  C9 1.114
23 H 0.36470 -0.71272 -3.09618  C9 1.085
24 H 0.72277 -3.48829 -4.33546  C10 1.073
25 H -0.04473 -3.39971 -5.88205  C10 1.105
26 H 1.01602 -2.12549 -5.43794  C10 1.088
27 H -3.32860 0.47100 -7.59031  C11 1.074
28 H -2.22126 1.16221 -6.43709  C11 1.091
29 H -3.86897 0.56167 -5.87256  C11 1.111
30 H -0.68698 0.95137 -5.05085  O8 0.990
31 C 2.81864 -5.73738 -0.77504  C32 1.498, H42 1.103, H43 1.075, H44 1.084
32 C 1.66514 -4.83410 -0.46433  C31 1.498, C33 1.507, N37 1.503, C41 1.501
33 C 0.49509 -5.17112 -1.35308  C32 1.507, C34 1.574, H45 1.085, H46 1.070
34 C -0.19198 -6.53408 -0.96967  C33 1.574, C35 1.539, H47 1.079, H48 1.106
35 C -0.57207 -6.56248 0.52096  C34 1.539, C36 1.581, H49 1.091, H50 1.093
36 C 0.55785 -6.08492 1.51884  C35 1.581, N37 1.505, C39 1.515, C40 1.494
37 N 1.25112 -4.86265 0.98065  C32 1.503, C36 1.505, O38 1.399
38 O 2.35805 -4.59807 1.79443  N37 1.399, H60 0.946
39 C -0.15495 -5.60586 2.76750  C36 1.515, H51 1.116, H52 1.070, H53 1.075
40 C 1.41696 -7.28340 1.76091  C36 1.494, H54 1.083, H55 1.106, H56 1.073
41 C 2.05816 -3.42156 -0.78408  C32 1.501, H57 1.075, H58 1.067, H59 1.134
42 H 3.56234 -5.92414 0.01784  C31 1.103
43 H 3.46372 -5.27973 -1.50277  C31 1.075
44 H 2.63547 -6.76692 -1.05957  C31 1.084
45 H -0.26285 -4.39940 -1.26495  C33 1.085
46 H 0.80858 -5.19274 -2.37587  C33 1.070
47 H 0.49130 -7.32704 -1.22976  C34 1.079
48 H -1.10249 -6.70931 -1.57283  C34 1.106
49 H -0.84813 -7.56529 0.85149  C35 1.091
50 H -1.46298 -5.93989 0.63783  C35 1.093
51 H -0.93646 -6.33801 3.08183  C39 1.116
52 H 0.53017 -5.32984 3.54234  C39 1.070
53 H -0.64949 -4.71053 2.43721  C39 1.075
54 H 2.27490 -6.93500 2.32160  C40 1.083
55 H 0.93262 -8.03235 2.41536  C40 1.106
56 H 1.73167 -7.80350 0.87673  C40 1.073
57 H 2.93765 -3.15049 -0.22918  C41 1.075
58 H 1.28991 -2.73142 -0.51704  C41 1.067
59 H 2.26869 -3.36529 -1.89712  C41 1.134
60 H 2.23904 -3.70908 2.09662  O38 0.946
61 C -0.64315 4.38893 4.44102  C62 1.581, H72 1.079, H73 1.064, H74 1.078
62 C 0.58021 4.13876 3.47169  C61 1.581, C63 1.572, N67 1.447, C71 1.535
63 C 0.02309 3.36008 2.22512  C62 1.572, C64 1.587, H75 1.073, H76 1.112
64 C -0.85335 4.32373 1.31778  C63 1.587, C65 1.532, H77 1.070, H78 1.076
65 C 0.00579 5.54585 0.97736  C64 1.532, C66 1.554, H79 1.084, H80 1.084
66 C 0.55994 6.31983 2.20592  C65 1.554, N67 1.491, C69 1.570, C70 1.552
67 N 1.28010 5.33926 3.06788  C62 1.447, C66 1.491, O68 1.416
68 O 1.54572 6.07619 4.24706  N67 1.416, H90 0.977
69 C 1.69313 7.27190 1.68144  C66 1.570, H81 1.109, H82 1.085, H83 1.106
70 C -0.55523 7.22159 2.79889  C66 1.552, H84 1.101, H85 1.087, H86 1.098
71 C 1.51238 3.18727 4.23505  C62 1.535, H87 1.113, H88 1.094, H89 1.092
72 H -1.42606 4.93206 3.93560  C61 1.079
73 H -0.32193 4.86794 5.33503  C61 1.064
74 H -1.02878 3.42487 4.72960  C61 1.078
75 H 0.91170 3.17119 1.65488  C63 1.073
76 H -0.50012 2.46125 2.61862  C63 1.112
77 H -1.80089 4.66037 1.68388  C64 1.070
78 H -1.06133 3.80463 0.39818  C64 1.076
79 H -0.60174 6.18940 0.35142  C65 1.084
80 H 0.81348 5.22462 0.32992  C65 1.084
81 H 2.55849 6.68008 1.31870  C69 1.109
82 H 1.32025 7.84057 0.83586  C69 1.085
83 H 2.03103 7.95789 2.48062  C69 1.106
84 H -0.52267 8.20725 2.30837  C70 1.101
85 H -1.56950 6.83588 2.85896  C70 1.087
86 H -0.25503 7.38784 3.84168  C70 1.098
87 H 2.42140 2.99302 3.62206  C71 1.113
88 H 1.08908 2.20881 4.48011  C71 1.094
89 H 1.79526 3.68068 5.16747  C71 1.092
90 H 2.48279 6.34241 4.17218  O68 0.977
91 C 3.62207 2.06305 -3.77640  C92 1.581, H102 1.105, H103 1.086, H104 1.106
92 C 4.28215 0.63922 -3.96588  C91 1.581, C93 1.513, N97 1.485, C101 1.499
93 C 3.49544 -0.10123 -5.02486  C92 1.513, C94 1.510, H105 1.105, H106 1.107
94 C 3.77234 0.45763 -6.40040  C93 1.510, C95 1.538, H107 1.143, H108 1.076
95 C 5.27359 0.40923 -6.73215  C94 1.538, C96 1.544, H109 1.060, H110 1.135
96 C 6.12495 1.15049 -5.67867  C95 1.544, N97 1.492, C99 1.560, C100 1.559
97 N 5.72278 0.66819 -4.32574  C92 1.485, C96 1.492, O98 1.422
98 O 6.47671 1.41790 -3.38151  N97 1.422, H120 0.983
99 C 7.61932 0.72443 -5.81802  C96 1.560, H111 1.109, H112 1.102, H113 1.055
100 C 5.88368 2.66663 -5.94733  C96 1.559, H114 1.104, H115 1.077, H116 1.092
101 C 4.15917 -0.09590 -2.66500  C92 1.499, H117 1.094, H118 1.049, H119 1.101
102 H 3.24214 2.49232 -4.72066  C91 1.105
103 H 4.36550 2.77554 -3.43249  C91 1.086
104 H 2.85318 2.02781 -2.98154  C91 1.106
105 H 3.72932 -1.17963 -4.96861  C93 1.105
106 H 2.41437 -0.01435 -4.80068  C93 1.107
107 H 3.28496 1.46803 -6.61943  C94 1.143
108 H 3.27654 -0.14925 -7.13742  C94 1.076
109 H 5.49198 0.67277 -7.73555  C95 1.060
110 H 5.68446 -0.63664 -6.57156  C95 1.135
111 H 7.99149 0.95065 -6.83787  C99 1.109
112 H 8.19732 1.30796 -5.08286  C99 1.102
113 H 7.65342 -0.31867 -5.66538  C99 1.055
114 H 4.84543 3.04177 -5.94528  C100 1.104
115 H 6.35484 3.25070 -5.17412  C100 1.077
116 H 6.37834 2.94287 -6.88090  C100 1.092
117 H 4.71380 -1.02949 -2.79681  C101 1.094
118 H 3.17516 -0.37061 -2.42854  C101 1.049
119 H 4.55867 0.49640 -1.82740  C101 1.101
120 H 7.04550 0.72789 -2.97306  O98 0.983
121 C -5.50514 3.09807 2.97774  C122 1.544, H132 1.062, H133 1.094, H134 1.107
122 C -4.82606 1.91612 2.25261  C121 1.544, C123 1.562, N127 1.524, C131 1.564
123 C -5.31171 0.53660 2.80238  C122 1.562, C124 1.557, H135 1.085, H136 1.137
124 C -4.99549 -0.62113 1.81095  C123 1.557, C125 1.523, H137 1.127, H138 1.104
125 C -5.48363 -0.46735 0.37689  C124 1.523, C126 1.531, H139 1.104, H140 1.082
126 C -4.96438 0.86287 -0.17614  C125 1.531, N127 1.495, C129 1.511, C130 1.537
127 N -5.32250 1.92623 0.81180  C122 1.524, C126 1.495, O128 1.443
128 O -4.72099 3.09554 0.21777  N127 1.443, H150 0.947
129 C -3.50023 0.82080 -0.54729  C126 1.511, H141 1.128, H142 1.124, H143 1.123
130 C -5.79537 1.12303 -1.44237  C126 1.537, H144 1.085, H145 1.135, H146 1.077
131 C -3.27956 2.01502 2.46744  C122 1.564, H147 1.127, H148 1.062, H149 1.038
132 H -6.44760 3.19677 2.49763  C121 1.062
133 H -4.96606 4.02141 2.74766  C121 1.094
134 H -5.48115 2.93757 4.07262  C121 1.107
135 H -4.92992 0.26891 3.78209  C123 1.085
136 H -6.41948 0.75972 2.92949  C123 1.137
137 H -5.33329 -1.58234 2.29278  C124 1.127
138 H -3.89307 -0.68426 1.82077  C124 1.104
139 H -6.58496 -0.53638 0.35339  C125 1.104
140 H -5.10488 -1.23504 -0.28495  C125 1.082
141 H -2.91722 -0.06413 -0.16085  C129 1.128
142 H -3.29608 0.88294 -1.65116  C129 1.124
143 H -2.89585 1.69276 -0.18007  C129 1.123
144 H -5.58448 2.04213 -1.97807  C130 1.085
145 H -5.65973 0.28301 -2.19294  C130 1.135
146 H -6.87075 1.14913 -1.39763  C130 1.077
147 H -3.10352 2.19064 3.56692  C131 1.127
148 H -2.90376 2.87910 1.97712  C131 1.062
149 H -2.82276 1.16929 2.07550  C131 1.038
150 H -5.42862 3.71067 0.35232  O128 0.947
151 C -1.25893 0.14119 8.38709  C152 1.536, H162 1.072, H163 1.113, H164 1.100
152 C -1.18318 -0.35996 6.93700  C151 1.536, C153 1.537, N157 1.448, C161 1.593
153 C 0.29658 -0.40708 6.52284  C152 1.537, C154 1.539, H165 1.100, H166 1.115
154 C 0.58457 -1.10890 5.18380  C153 1.539, C155 1.499, H167 1.064, H168 1.072
155 C 0.04334 -2.49972 5.31981  C154 1.499, C156 1.554, H169 1.109, H170 1.120
156 C -1.47856 -2.55365 5.62864  C155 1.554, N157 1.507, C159 1.555, C160 1.475
157 N -1.68561 -1.71589 6.86436  C152 1.448, C156 1.507, O158 1.428
158 O -3.05768 -1.78296 7.25467  N157 1.428, H180 0.967
159 C -2.28657 -2.06009 4.39545  C156 1.555, H171 1.080, H172 1.124, H173 1.081
160 C -1.80288 -3.94633 5.99216  C156 1.475, H174 1.057, H175 1.127, H176 1.083
161 C -1.94660 0.65783 5.97879  C152 1.593, H177 1.083, H178 1.088, H179 1.044
162 H -0.70210 -0.57697 8.95575  C151 1.072
163 H -2.27765 0.20164 8.83217  C151 1.113
164 H -0.77353 1.12820 8.41826  C151 1.100
165 H 0.77293 0.58371 6.56365  C153 1.100
166 H 0.69585 -1.05792 7.33490  C153 1.115
167 H 1.63303 -1.25006 5.06572  C154 1.064
168 H 0.13426 -0.51935 4.41043  C154 1.072
169 H 0.59623 -3.04667 6.10986  C155 1.109
170 H 0.22705 -3.07221 4.37545  C155 1.120
171 H -2.02447 -2.72276 3.58339  C159 1.080
172 H -3.36918 -1.85510 4.61721  C159 1.124
173 H -1.83693 -1.13135 4.07435  C159 1.081
174 H -1.13398 -4.55553 5.44468  C160 1.057
175 H -1.44661 -4.09396 7.05110  C160 1.127
176 H -2.79950 -4.35382 5.87961  C160 1.083
177 H -2.90000 0.23616 5.68427  C161 1.083
178 H -1.46622 0.84548 5.02063  C161 1.088
179 H -2.06968 1.54621 6.51409  C161 1.044
180 H -2.97292 -2.31049 8.06097  O158 0.967
181 Cl 3.24944 5.66189 -1.68609  C182 1.768
182 C 4.21982 4.42714 -0.87407  Cl181 1.768, C183 1.502, H185 1.134, H186 1.105
183 C 3.37246 3.74663 0.16267  C182 1.502, Cl184 1.762, H187 1.088, H188 1.064
184 Cl 4.34722 2.46115 0.87225  C183 1.762
185 H 5.19534 4.79879 -0.43171  C182 1.134
186 H 4.46352 3.70455 -1.67443  C182 1.105
187 H 2.48875 3.34204 -0.32708  C183 1.088
188 H 2.98680 4.29187 0.99147  C183 1.064
189 Cl 0.05856 2.04213 -1.46805  C190 1.803
190 C -0.10442 0.76100 -0.21039  Cl189 1.803, C191 1.526, H193 1.101, H194 1.085
191 C 1.26142 0.42799 0.38422  C190 1.526, Cl192 1.769, H195 1.097, H196 1.086
192 Cl 1.12099 -0.67462 1.76061  C191 1.769
193 H -0.55257 -0.11196 -0.70975  C190 1.101
194 H -0.72561 1.09151 0.61579  C190 1.085
195 H 1.66212 1.34204 0.83995  C191 1.097
196 H 1.95270 -0.03738 -0.31240  C191 1.086

SMILES string = CC1(C)CCCC(C)(C)N1O.CC1(C)CCCC(C)(C)N1O.CC1(C)CCCC(C)(C)N1O.CC1(C)CCCC(C)(C)N1O.CC1(C)CCCC(C)(C)N1O.CC1(C)CCCC(C)(C)N1O.ClCCCl.ClCCCl
gap between HOMO and LUMO = 8.92 eV
LUMO level = 0.50 eV
molar mass = 1141.46 g/mol